The following is a DFT calculation (ωB97M-V/def2-TZVPD) of a molecular structure, C43H42HfP2.

Each line ends with the Löwdin charge.
Positions of all 88 atoms, in Å:
1 Hf 0.684381 -1.735692 0.381092  1.30
2 C 3.942620 -4.515019 -0.188898  -0.09
3 C 3.710780 -3.914863 -1.378556  -0.15
4 C 3.391508 -4.521876 -2.683683  -0.18
5 C 2.448581 -5.735231 -2.617767  -0.16
6 C 1.344105 -5.680496 -1.609692  -0.12
7 C 1.385954 -6.208244 -0.386106  -0.12
8 C 2.578275 -6.631364 0.417113  -0.17
9 C 3.946675 -6.018002 0.023478  -0.16
10 C -0.534711 -0.772329 2.030271  -0.25
11 H 4.354039 -3.899077 0.641902  0.12
12 H 4.062171 -2.895925 -1.544402  0.08
13 H 4.341679 -4.774309 -3.198649  0.14
14 H 2.950458 -3.771774 -3.349679  0.07
15 H 1.994507 -5.862055 -3.610911  0.13
16 H 3.079821 -6.611002 -2.439487  0.11
17 H 0.393993 -5.331307 -2.019155  0.07
18 H 0.469698 -6.598516 0.058436  0.06
19 H 2.672547 -7.738337 0.386239  0.13
20 H 2.411703 -6.394530 1.488790  0.12
21 H 4.660374 -6.215193 0.842342  0.12
22 H 4.355580 -6.526634 -0.865457  0.11
23 H -0.518708 -1.472544 2.893859  -0.01
24 H -1.561877 -0.756338 1.598117  -0.02
25 H -0.438910 0.265955 2.434781  0.02
26 P 1.911612 -0.906753 -1.686353  0.97
27 P -1.503885 -2.527880 -0.756159  0.96
28 C 0.911280 -2.284901 -2.404853  -0.22
29 C -0.261274 -2.913009 -1.987369  -0.33
30 C 2.533106 0.203778 -2.976969  -0.31
31 C 3.169888 -0.164389 -4.205699  -0.05
32 C 3.935466 0.795083 -4.897422  -0.05
33 C 3.934844 2.146173 -4.521947  -0.03
34 C 3.141017 2.536744 -3.434951  -0.04
35 C 2.459446 1.582130 -2.689849  -0.08
36 C 3.084655 -1.513269 -0.383124  -0.38
37 C 2.712889 -2.246445 0.855649  -0.33
38 C 3.213362 -1.718448 2.104504  -0.04
39 C 4.477334 -1.105994 2.127567  -0.03
40 C 5.009497 -0.658141 0.904763  -0.02
41 C 4.225316 -0.662110 -0.257196  -0.06
42 C -3.058050 -2.092340 -1.497890  -0.36
43 C -3.110480 -1.112825 -2.515839  -0.08
44 C -4.224475 -1.051651 -3.340366  -0.05
45 C -5.289042 -1.943415 -3.143558  -0.04
46 C -5.308078 -2.803214 -2.039890  -0.05
47 C -4.195467 -2.869351 -1.216796  -0.08
48 C -1.840163 -3.751303 0.638463  -0.36
49 C -2.495507 -3.416873 1.851145  -0.10
50 C -2.257080 -4.161410 3.007491  -0.05
51 C -1.575191 -5.380818 2.920068  -0.04
52 C -1.090794 -5.818856 1.682371  -0.07
53 C -1.298049 -5.038817 0.541094  -0.11
54 H 1.304501 -2.694699 -3.350978  0.08
55 H -0.720824 -3.662776 -2.646557  0.09
56 H 3.096793 -1.200537 -4.567607  0.11
57 H 4.572631 0.515571 -5.744048  0.12
58 H 4.509774 2.907376 -5.053727  0.12
59 H 3.075690 3.589447 -3.139746  0.12
60 H 1.891041 1.874445 -1.806204  0.07
61 H 2.199342 -3.256592 0.832879  0.12
62 H 2.632143 -1.849324 3.031421  0.13
63 H 5.031467 -0.960415 3.075136  0.14
64 H 6.042897 -0.287583 0.873153  0.13
65 H 4.485172 0.023586 -1.070814  0.12
66 H -2.240204 -0.485305 -2.667095  0.10
67 H -4.270805 -0.316618 -4.151430  0.12
68 H -6.126436 -1.933753 -3.825019  0.12
69 H -6.181274 -3.426301 -1.833278  0.12
70 H -4.153191 -3.574810 -0.398390  0.10
71 H -3.112115 -2.515807 1.866968  0.12
72 H -2.583522 -3.792861 3.987915  0.13
73 H -1.443374 -6.008202 3.806522  0.12
74 H -0.557969 -6.778005 1.630783  0.11
75 H -1.017687 -5.386180 -0.447962  0.09
76 C 0.978760 0.312435 -0.223886  -0.29
77 C 0.910057 1.543233 0.149245  -0.04
78 C 0.490985 2.837938 0.510725  -0.25
79 C 1.280422 3.754012 1.268929  -0.02
80 C 0.734143 4.949591 1.733510  -0.06
81 C -0.605169 5.258143 1.440145  -0.05
82 C -1.397187 4.393251 0.656775  -0.06
83 C -0.845012 3.206406 0.201231  -0.03
84 H 2.295887 3.479879 1.531253  0.11
85 H 1.334699 5.644892 2.339245  0.12
86 H -1.050838 6.159965 1.847690  0.11
87 H -2.443159 4.644670 0.419559  0.12
88 H -1.463676 2.478808 -0.342774  0.12

Forces on atoms 1 to 3 (eV/Å):
-3.5946 3.6641 0.7688
0.5583 0.1502 -1.0181
1.7202 -0.2022 0.6487

Its lowest unoccupied orbital energy (alpha / beta) is -6.8 / -6.8 eV. The electronic energy is -65130.4220 eV. The energy relative to the best compared isomer or geometry (same formula, charge and spin) is 281.0 kJ/mol. The value obtained for the highest occupied orbital energy (alpha / beta) is -11.568 / -11.575 eV. The value obtained for the gap between HOMO and LUMO (alpha / beta) is 4.80 / 4.80 eV. Its total charge is +2.

***

The following is a DFT calculation (ωB97M-V/def2-TZVPD) of a molecular structure, C43H42N5P2SW.

Each line ends with the Löwdin spin population.
Positions of all 94 atoms, in Å:
1 W 0.558714 0.451291 1.084828  1.07
2 C -2.458695 2.684557 -0.385784  0.01
3 C -1.022355 2.279883 -0.440232  0.12
4 C -0.500300 1.441920 -1.380277  0.13
5 C 0.881168 1.045002 -1.289872  0.12
6 C 1.803201 1.812057 -0.540685  0.06
7 C 1.281466 2.664579 0.433848  0.03
8 C -0.121565 2.715452 0.608351  0.10
9 H -2.553407 3.766825 -0.490466  0.00
10 H -2.892261 2.410486 0.579407  0.00
11 H -3.036868 2.209285 -1.176099  0.00
12 H -1.123732 1.007540 -2.150581  0.01
13 H 1.255032 0.286798 -1.964455  0.00
14 H 2.868391 1.655327 -0.639704  0.00
15 H 1.931572 3.182686 1.124855  0.00
16 H -0.523024 3.297299 1.428057  0.01
17 C 0.749678 -7.089758 -2.278014  0.00
18 S -0.075207 -7.389579 -0.698591  0.00
19 C 1.079078 -6.639068 0.487425  0.00
20 C 0.702687 -5.223175 0.915059  0.00
21 C 0.795587 -4.266931 -0.265727  0.00
22 N 0.422603 -2.859637 -0.004636  0.00
23 P 1.606935 -1.800009 0.542452  0.04
24 C 2.429839 -2.610539 1.926504  0.01
25 C 1.868925 -2.499614 3.199213  0.00
26 C 2.409902 -3.204181 4.262476  0.00
27 C 3.514767 -4.020518 4.056558  0.00
28 C 4.083614 -4.125801 2.794645  0.00
29 C 3.546361 -3.420491 1.728240  0.00
30 C 2.888216 -1.635360 -0.725698  0.00
31 C 4.043736 -0.915686 -0.412667  0.00
32 C 5.011401 -0.706895 -1.381177  0.00
33 C 4.830750 -1.210017 -2.665155  0.00
34 C 3.684474 -1.924436 -2.978539  0.00
35 C 2.710569 -2.136748 -2.010565  0.00
36 P -0.976160 -2.027447 -0.623432  0.04
37 C -1.239716 -2.807091 -2.252117  0.01
38 C -1.911699 -4.016226 -2.436569  0.00
39 C -2.033375 -4.563476 -3.704739  0.00
40 C -1.496102 -3.905173 -4.802996  0.00
41 C -0.841980 -2.693057 -4.634850  0.00
42 C -0.717990 -2.147331 -3.365584  0.00
43 C -2.420323 -2.559222 0.348713  0.01
44 C -3.312084 -1.525394 0.638715  0.00
45 C -4.465172 -1.765045 1.370531  0.00
46 C -4.737015 -3.045773 1.829355  0.00
47 C -3.857137 -4.081570 1.548920  0.00
48 C -2.705855 -3.839394 0.814893  0.00
49 H 0.210396 -7.676839 -3.019468  0.00
50 H 1.779054 -7.443292 -2.241545  0.00
51 H 0.722962 -6.042899 -2.578973  0.00
52 H 2.086148 -6.681655 0.065858  0.00
53 H 1.071087 -7.293437 1.358845  0.00
54 H 1.351287 -4.902257 1.731905  0.00
55 H -0.314577 -5.252667 1.302814  0.00
56 H 0.147595 -4.628771 -1.062883  0.00
57 H 1.818733 -4.296886 -0.657580  0.00
58 H 1.007725 -1.861974 3.362840  0.00
59 H 1.988058 -3.091473 5.251540  0.00
60 H 3.942358 -4.564419 4.888311  0.00
61 H 4.951416 -4.753380 2.640517  0.00
62 H 3.996470 -3.504341 0.746873  0.00
63 H 4.185897 -0.530579 0.592011  0.00
64 H 5.910443 -0.157077 -1.135709  0.00
65 H 5.589300 -1.047292 -3.419128  0.00
66 H 3.547332 -2.322314 -3.975478  0.00
67 H 1.815760 -2.696104 -2.257512  0.00
68 H -2.343867 -4.534597 -1.591421  0.00
69 H -2.552185 -5.504260 -3.834310  0.00
70 H -1.597597 -4.331589 -5.792296  0.00
71 H -0.439253 -2.169369 -5.491939  0.00
72 H -0.216801 -1.193142 -3.238458  0.00
73 H -3.089577 -0.518928 0.298756  0.00
74 H -5.145918 -0.953053 1.590927  0.00
75 H -5.631769 -3.236063 2.407030  0.00
76 H -4.067171 -5.082625 1.903045  0.00
77 H -2.033193 -4.658054 0.603364  0.00
78 N -0.735065 -0.097097 2.128726  0.02
79 C -1.593451 -0.414473 3.170542  0.00
80 C -1.881669 -1.749509 3.447478  0.01
81 C -2.725346 -2.064379 4.498929  0.00
82 C -3.295253 -1.060039 5.269099  0.01
83 C -3.014360 0.270351 4.984221  0.00
84 C -2.166841 0.597821 3.941071  0.01
85 H -1.444790 -2.523195 2.829246  0.00
86 H -2.941326 -3.102288 4.716538  0.00
87 H -3.952628 -1.311611 6.089922  0.00
88 H -3.453191 1.056823 5.583631  0.00
89 H -1.934155 1.630943 3.713623  0.00
90 N 2.025017 0.691043 2.452000  0.04
91 C 2.419992 0.677639 3.569451  0.06
92 N 2.943963 0.754340 4.699466  0.06
93 C 2.706958 -0.146941 5.653521  0.01
94 N 2.540798 -0.908771 6.502981  0.02

Forces on atoms 1 to 3 (eV/Å):
0.1413 0.1651 -0.6417
-0.0025 -0.0236 -0.0255
0.0015 0.0119 0.0231

Its lowest unoccupied orbital energy (alpha / beta) is -3.1 / -3.9 eV. The electronic energy is -83956.1078 eV. The energy relative to the best compared isomer or geometry (same formula, charge and spin) is 23.3 kJ/mol. The value obtained for the highest occupied orbital energy (alpha / beta) is -9.349 / -10.733 eV. The value obtained for the gap between HOMO and LUMO (alpha / beta) is 6.26 / 6.82 eV. Its total charge is +1. The spin multiplicity is 3.